# 1
C51H50NO2S2Sb2SeTi as an isolated structure, computed with ωB97M-V with the def2-TZVPD basis set.

Orbital gap (spin up / spin down)   4.49 / 4.48 eV
E_LUMO (spin up / spin down)   -9.7263 / -9.7339 eV
Net charge   +3

Atoms and positions in Å:
Ti: -0.85923 1.70393 -0.01777
C: -4.47991 4.50283 -0.43348
Sb: -3.80663 2.43756 -0.16527
C: -2.45790 2.31335 -1.96713
C: -5.78168 1.23517 -0.73594
C: -6.11847 0.86717 -2.12373
C: -6.46893 1.94776 -2.95209
C: -6.80641 1.77652 -4.27210
C: -6.78560 0.47369 -4.83653
C: -6.55677 -0.64092 -4.01511
C: -6.21466 -0.44142 -2.67340
C: -5.91602 -1.59723 -1.80583
Sb: -3.72509 -1.50048 -1.56199
C: -3.53552 -3.11223 -0.12375
C: -3.18586 -2.68572 -3.29982
H: -4.51149 4.74187 -1.48801
H: -3.68845 5.08589 0.08655
H: -5.42987 4.64597 0.11070
H: -2.44696 3.32323 -2.39846
H: -3.04944 1.63132 -2.60812
H: -1.43039 1.93207 -1.98140
H: -6.48829 2.00700 -0.44955
H: -5.84058 0.45583 -0.02539
H: -6.44708 2.95298 -2.55333
H: -7.06739 2.64479 -4.86957
H: -6.99809 0.39753 -5.89030
H: -6.62771 -1.67954 -4.42957
H: -6.15951 -2.56040 -2.18530
H: -6.41508 -1.48129 -0.82709
H: -4.07697 -4.02755 -0.39349
H: -3.91047 -2.79686 0.88176
H: -2.46986 -3.34972 0.01286
H: -3.73607 -3.60572 -3.27741
H: -2.09987 -2.79502 -3.19415
H: -3.39571 -2.03612 -4.16830
C: 7.39811 0.39891 -3.24230
C: 6.20778 0.97258 -2.52946
C: 6.29826 1.54814 -1.26248
C: 5.14008 1.90077 -0.58979
C: 3.86952 1.66619 -1.13898
C: 3.76189 1.20626 -2.44830
C: 4.94510 0.86413 -3.12350
S: 2.41043 2.03765 -0.08614
O: 0.99904 1.33442 -0.58855
C: 2.87980 1.16317 1.39954
C: 3.20505 2.04307 2.44651
C: 3.34788 1.56108 3.74956
C: 3.32563 0.20270 3.97472
C: 3.44818 -0.27867 5.31757
C: 3.41736 -1.64644 5.57293
C: 3.29644 -2.54849 4.48626
C: 3.22420 -2.12362 3.18088
C: 3.15376 -0.73569 2.89537
C: 2.85637 -0.23237 1.58518
C: 2.43822 -1.24113 0.60370
C: 3.39133 -2.04335 -0.11587
C: 4.80683 -1.90910 0.06007
C: 5.64525 -2.51069 -0.80564
C: 5.14037 -3.24657 -1.92513
C: 3.79566 -3.51768 -2.00873
C: 2.88916 -2.89444 -1.12815
C: 1.48598 -3.07903 -1.29797
C: 0.59627 -2.41148 -0.48057
C: 1.06788 -1.52177 0.48619
S: 0.02134 -0.60427 1.62810
O: -1.28809 0.03062 0.61612
C: -0.99421 -1.75613 2.43665
C: -0.65462 -3.07741 2.64089
C: -1.38632 -3.86230 3.55500
C: -2.32601 -3.21573 4.35922
C: -2.93321 -3.88727 5.58264
C: -2.78895 -1.95801 4.00461
C: -2.11178 -1.20987 3.05458
H: 8.32307 0.91824 -2.85791
H: 7.33034 0.64258 -4.32340
H: 7.52422 -0.70135 -3.10260
H: 7.25928 1.61466 -0.75166
H: 5.25516 2.36250 0.39366
H: 2.80066 1.05572 -2.94887
H: 4.86338 0.41368 -4.10795
H: 3.41595 3.11555 2.23333
H: 3.49899 2.23487 4.59332
H: 3.53241 0.43514 6.12248
H: 3.44250 -2.02746 6.58455
H: 3.23650 -3.59813 4.68795
H: 3.20365 -2.84313 2.36606
H: 5.15108 -1.32519 0.89241
H: 6.70606 -2.33541 -0.69748
H: 5.81639 -3.57649 -2.70081
H: 3.39025 -4.09595 -2.86411
H: 1.13319 -3.77645 -2.06231
H: -0.46496 -2.61396 -0.61724
H: 0.10584 -3.55978 2.05912
H: -1.11995 -4.88837 3.67681
H: -3.47589 -4.80857 5.29199
H: -3.55162 -3.14958 6.08564
H: -2.09013 -4.23057 6.23696
H: -3.61985 -1.49092 4.53777
H: -2.47759 -0.23875 2.71345
Se: -1.35911 3.60992 1.57374
C: -0.10335 4.59337 0.48111
C: -0.55445 5.06419 -0.77985
C: 0.34885 5.76794 -1.57597
N: 1.53691 6.12854 -1.13915
C: 1.89906 5.88059 0.13589
C: 1.13879 5.09317 0.95712
H: -1.54923 4.88771 -1.19210
H: 0.14332 6.08581 -2.59092
H: 2.83967 6.32754 0.47923
H: 1.47861 4.84395 1.97647

=====

# 2
C51H51CaN6O2S4Sb as an isolated structure, computed with ωB97M-V with the def2-TZVPD basis set.

Orbital gap   3.84 eV
E_LUMO   3.6985 eV
Net charge   -2

Atoms and positions in Å:
Ca: -0.77025 0.31564 0.73432
O: -0.36758 2.06371 1.82484
C: -1.04002 2.82009 2.62409
C: -0.37634 3.75049 3.46823
C: -1.05607 4.65588 4.24614
C: -2.45448 4.69965 4.23379
C: -3.13431 3.78385 3.46136
C: -2.47444 2.82133 2.68502
C: -3.29245 1.90090 1.92409
N: -2.83127 0.92743 1.23816
N: -3.70872 0.14515 0.52287
C: -3.17493 -0.28786 -0.60374
O: -2.04763 0.05444 -1.08776
C: -4.02528 -1.25193 -1.37307
C: -3.47964 -1.88231 -2.48881
C: -4.22383 -2.80340 -3.21209
C: -5.52664 -3.09867 -2.83504
C: -6.08044 -2.46569 -1.72756
C: -5.33606 -1.55052 -1.00034
H: 0.70595 3.72950 3.46685
H: -0.50272 5.35328 4.86599
H: -2.99365 5.42798 4.82791
H: -4.22055 3.79993 3.44542
H: -4.37409 2.07923 1.93169
H: -2.45497 -1.65299 -2.76085
H: -3.78373 -3.30154 -4.06809
H: -6.10886 -3.81700 -3.40109
H: -7.10034 -2.68811 -1.43429
H: -5.74386 -1.05815 -0.12799
C: 2.30713 1.16661 -5.67029
C: 2.47893 2.21457 -4.57354
S: 1.91987 1.81446 -2.89479
C: 0.11034 1.67214 -3.03804
C: -0.41032 0.36295 -3.64304
S: 0.42440 -1.06854 -2.87374
C: 0.73833 -2.14436 -4.29974
C: 1.38189 -1.53041 -5.54197
S: 2.89158 -0.52753 -5.28064
H: 2.88455 1.48792 -6.53994
H: 1.26479 1.08271 -5.97274
H: 2.00241 3.14348 -4.90091
H: 3.54115 2.40724 -4.40795
H: -0.26377 2.54121 -3.58314
H: -0.22693 1.73562 -2.00242
H: -0.24387 0.34016 -4.71978
H: -1.47876 0.27357 -3.44004
H: -0.19229 -2.63596 -4.59680
H: 1.40035 -2.89854 -3.87120
H: 0.67945 -0.90783 -6.09570
H: 1.67880 -2.34753 -6.20278
N: -0.35479 -0.36326 3.89750
C: 0.47824 0.41820 4.11427
H: -1.09058 -1.04630 3.77818
C: -3.01426 -4.14299 -0.48010
C: -3.76062 -4.04171 0.80087
C: -4.92376 -4.70394 1.08756
C: -5.50736 -4.52526 2.35218
N: -4.95475 -3.77711 3.29087
C: -3.79824 -3.14439 3.02816
S: -2.97619 -2.23271 4.15518
N: -3.24606 -3.24736 1.75893
C: -6.79787 -5.19194 2.71402
H: -3.56342 -4.75429 -1.19324
H: -2.02623 -4.57634 -0.31202
H: -2.86536 -3.14839 -0.90413
H: -5.37622 -5.35664 0.35509
H: -2.38720 -2.73494 1.57706
H: -6.98786 -6.05395 2.07471
H: -7.62447 -4.48859 2.59705
H: -6.76406 -5.49751 3.75751
C: 6.64387 1.93168 -1.72804
C: 5.70717 2.95240 -1.82569
C: 4.49080 2.84721 -1.16431
C: 4.17343 1.73246 -0.38562
C: 5.10911 0.70157 -0.33858
C: 6.33381 0.80111 -0.98764
Sb: 2.20306 1.55465 0.62444
C: 2.27122 3.74324 0.88206
C: 3.38095 4.43754 1.36405
C: 3.34024 5.81309 1.55245
C: 2.19091 6.52599 1.23600
C: 1.09135 5.85695 0.71982
C: 1.13721 4.47870 0.55099
C: 3.24240 1.11104 2.46692
C: 3.52182 2.02508 3.47526
C: 4.26646 1.65015 4.58505
C: 4.73095 0.34856 4.71059
C: 4.41650 -0.58381 3.73170
C: 3.67179 -0.20298 2.62482
H: 7.60505 2.01354 -2.22338
H: 5.91731 3.83138 -2.42691
H: 3.77509 3.65372 -1.25879
H: 4.87941 -0.20336 0.21138
H: 7.04685 -0.01384 -0.92512
H: 4.29437 3.89362 1.57786
H: 4.20625 6.33097 1.95204
H: 2.15633 7.59913 1.38922
H: 0.18930 6.40206 0.46533
H: 0.26739 3.95851 0.16505
H: 3.13865 3.03549 3.41530
H: 4.47850 2.37736 5.36166
H: 5.31353 0.05617 5.57722
H: 4.74269 -1.61235 3.83865
H: 3.36694 -0.94111 1.89224
N: 0.77491 -1.15527 0.72390
C: 0.94058 -2.35235 0.21495
C: -0.15060 -3.12907 -0.37186
C: 0.02811 -4.36312 -0.95673
C: 1.28082 -4.98666 -0.99627
C: 2.36062 -4.30099 -0.42269
C: 2.21346 -3.05755 0.15026
H: -1.13071 -2.65043 -0.38303
H: -0.82236 -4.86809 -1.41789
H: 1.40768 -5.96038 -1.45815
H: 3.34564 -4.76529 -0.43728
H: 3.08137 -2.55954 0.56830

=====

| no. | E (eV) |
| --- | --- |
| 1 | -182462.613 |
| 2 | -135067.640 |